2 unconnected molecules or ions with the total composition C4H7O2, computed with ωB97M-V with the def2-TZVPD basis set.

Summary:
Electronic energy, Eh: -306.67106
Energy relative to the best compared isomer or geometry (same formula, charge and spin), eV: 3.321
Total charge: +1
E_LUMO, eV: -5.142
Orbital gap, eV: 9.06

Element x y z (Å)
C 1.725 0.237 -1.849
C 0.475 0.820 1.524
C 1.579 0.385 -0.586
C -2.243 -1.286 -0.075
O -1.251 -0.609 -0.220
O 1.535 0.674 0.596
H 1.293 1.011 -2.378
H 1.959 -0.783 -2.171
H 0.907 1.378 2.415
H -0.380 1.372 1.048
H -2.714 -1.915 -0.829
H -2.915 -1.113 0.680
H 0.031 -0.169 1.847

natural (NBO) population analysis, charges in e, atoms 1 to 8: -0.533, -0.283, 0.786, 0.329, -0.568, -0.348, 0.308, 0.321


A molecular structure, C4H7O2P, computed with ωB97M-V with the def2-TZVPD basis set.

Summary:
Electronic energy, Eh: -648.23416
Energy relative to the best compared isomer or geometry (same formula, charge and spin), eV: 6.216
E_LUMO (spin up / spin down), eV: -0.452 / -0.347
Orbital gap (spin up / spin down), eV: 7.28 / 7.66

Element x y z (Å)
C 2.627 0.748 -0.088
C -1.362 0.601 -0.168
C 3.509 -0.396 0.108
C -3.234 -0.709 -0.042
O -1.977 1.627 -0.279
O -1.802 -0.620 -0.243
P 0.982 0.840 -0.115
H 3.290 -1.135 -0.674
H 3.440 -0.834 1.199
H 4.497 -0.151 0.165
H -3.465 -1.713 -0.012
H -3.624 -0.354 -0.906
H -3.658 -0.169 0.736
H 0.776 2.266 0.318

natural (NBO) population analysis, charges in e, atoms 1 to 8: -0.342, 0.690, -0.741, -0.261, -0.585, -0.505, 0.460, 0.235


A gas-phase ion, C4H7O2P2 (charge -1), computed with ωB97M-V with the def2-TZVPD basis set.

Summary:
Electronic energy, Eh: -989.72087
Energy relative to the best compared isomer or geometry (same formula, charge and spin), eV: 1.094
Total charge: -1
E_LUMO, eV: 3.802
Structure (SMILES): O=C([O-])[C@H](P)/C=C/P
Orbital gap, eV: 8.39

Element x y z (Å)
O 2.916 -0.510 1.146
C 2.046 -1.106 0.490
O 1.632 -2.254 0.354
C 1.336 0.024 -0.509
P 2.201 1.591 0.223
C -0.454 -0.112 -0.320
C -1.720 0.410 -0.236
P -3.015 -0.485 0.585
H 1.647 0.038 -1.549
H 1.148 1.554 1.168
H 1.569 2.557 -0.503
H -0.264 -1.212 -0.207
H -1.907 1.411 -0.459
H -3.039 -1.938 0.017
H -4.095 0.032 -0.201

natural (NBO) population analysis, charges in e, atoms 1 to 8: -0.742, 0.789, -0.736, -0.579, 0.318, -0.139, -0.626, 0.309


A molecular structure, C4H7O2Pd, computed with ωB97M-V with the def2-TZVPD basis set.

Summary:
Electronic energy, Eh: -434.53563
Energy relative to the best compared isomer or geometry (same formula, charge and spin), eV: 0.000
Total charge: +1
2S+1: 3
E_LUMO (spin up / spin down), eV: -5.057 / -6.427
Orbital gap (spin up / spin down), eV: 8.00 / 8.37

Element x y z (Å)
H 1.118 2.449 -0.536
O -0.466 2.375 -0.056
C -1.065 1.348 0.220
C -0.788 0.013 -0.388
C -0.193 -0.982 0.619
C 1.090 -1.573 0.133
O 2.020 -0.880 -0.249
Pd 1.827 1.035 -0.880
H -1.794 1.376 1.056
H -0.137 0.171 -1.259
H -1.767 -0.359 -0.741
H -0.877 -1.843 0.735
H -0.001 -0.518 1.595
H 1.032 -2.611 -0.249

natural (NBO) population analysis, charges in e, atoms 1 to 8: 0.009, -0.491, 0.464, -0.510, -0.538, 0.519, -0.576, 0.740


A gas-phase ion, C4H7O3 (charge -1), computed with ωB97M-V with the def2-TZVPD basis set.

Summary:
Electronic energy, Eh: -382.36558
Energy relative to the best compared isomer or geometry (same formula, charge and spin), eV: 1.173
Total charge: -1
E_LUMO, eV: 4.040
Structure (SMILES): C[C@@H](O)CC(=O)[O-]
Orbital gap, eV: 8.47

Element x y z (Å)
C 1.461 -1.028 0.529
C 0.683 -0.113 -0.319
O 0.053 -0.912 -1.245
C -0.366 0.783 0.474
C -1.818 0.957 -0.124
O -2.662 1.523 0.572
O -1.964 0.757 -1.370
H 1.219 -2.119 0.171
H 1.278 -1.013 1.592
H 2.533 -0.947 0.451
H 1.220 0.558 -0.991
H -0.903 -0.509 -1.539
H -0.077 1.844 0.437
H -0.657 0.218 1.362

natural (NBO) population analysis, charges in e, atoms 1 to 8: -0.628, 0.075, -0.811, -0.567, 0.774, -0.745, -0.805, 0.226


A molecular structure, C4H7O3Sm, computed with ωB97M-V with the def2-TZVPD basis set.

Summary:
Electronic energy, Eh: -1039.91976
Energy relative to the best compared isomer or geometry (same formula, charge and spin), eV: 1.060
Total charge: +1
2S+1: 7
E_LUMO (spin up / spin down), eV: -4.766 / -4.735
Orbital gap (spin up / spin down), eV: 6.27 / 6.37

Element x y z (Å)
H 2.228 -2.214 3.382
O -1.375 -0.911 1.769
C -1.844 -0.032 1.075
C -0.915 0.761 0.156
O -1.064 0.374 -1.121
C 0.145 0.002 -1.793
C 1.254 0.398 -0.834
O 0.628 0.294 0.446
Sm 0.902 -1.317 2.225
H -2.931 0.117 0.967
H -1.011 1.844 0.336
H 0.182 0.545 -2.743
H 0.121 -1.078 -1.986
H 1.537 1.453 -0.949
H 2.142 -0.237 -0.931

Mulliken population analysis, charges in e, atoms 1 to 8: -0.317, -0.484, -0.019, 0.312, -0.347, -0.314, -0.354, -0.523


A molecular structure, C4H7O3Yb, computed with ωB97M-V with the def2-TZVPD basis set.

Summary:
Electronic energy, Eh: -1539.63083
Energy relative to the best compared isomer or geometry (same formula, charge and spin), eV: 1.819
Total charge: +3
2S+1: 3
E_LUMO (spin up / spin down), eV: -12.915 / -15.246
Orbital gap (spin up / spin down), eV: 7.42 / 7.58

Element x y z (Å)
H -1.258 -2.141 0.368
Yb 2.284 0.547 4.330
O 0.417 0.157 2.912
C 0.005 -0.271 1.837
O -1.240 -0.593 1.714
C -1.697 -1.154 0.517
H -0.523 -0.579 -0.832
H -2.758 -0.967 0.377
O 1.417 -0.924 -1.808
C 0.667 -0.067 -1.376
C 0.537 1.251 -2.063
H 0.611 -0.043 0.627
H 0.165 1.143 -3.087
H -0.142 1.887 -1.472
H 1.515 1.755 -2.045

natural (NBO) population analysis, charges in e, atoms 1 to 8: 0.229, 1.971, -0.785, 0.756, -0.411, -0.015, 0.349, 0.261


A molecular structure, C4H7O4, computed with ωB97M-V with the def2-TZVPD basis set.

Summary:
Electronic energy, Eh: -457.36826
Total charge: -1
2S+1: 3
E_LUMO (spin up / spin down), eV: 3.930 / 2.813
Orbital gap (spin up / spin down), eV: 6.32 / 5.17

Element x y z (Å)
O -2.113 4.587 3.565
O -1.239 4.783 2.741
C -2.148 1.177 3.172
C -0.928 1.711 3.809
C -0.658 2.109 5.109
C -0.027 2.393 2.805
O 1.020 2.906 3.126
H -1.970 0.214 2.668
H -2.911 0.951 3.904
H -2.510 1.917 2.400
H 0.089 2.894 5.345
H -1.462 1.977 5.862
H -0.437 2.305 1.768
O -0.410 0.769 6.278
H -0.500 0.044 5.560

natural (NBO) population analysis, charges in e, atoms 1 to 8: -0.006, -0.003, -0.615, -0.422, -0.160, 0.370, -0.669, 0.180


Q: Number 4 is which compound?
A: C4H7O2Pd


Q: electronic energy of number 4 (C4H7O2Pd)?
A: -434.53563 Eh


Q: Number 2 is which compound?
A: C4H7O2P